Record 1
101
Properties=species:S:1:pos:R:3 method="wB97M-V/def2-TZVPD" lumo_ev=0.095 smiles="FC(F)C(F)(F)COC(F)(F)C(F)F.FC(F)C(F)(F)COC(F)(F)C(F)F.FC(F)C(F)(F)COC(F)(F)C(F)F.FC(F)C(F)(F)COC(F)(F)C(F)F.O=S(=O)(F)N(CCO)COCOCCO" gap_ha=0.367 homo_ev=-9.90 multiplicity=1
O 5.9137 1.4250 2.3406
S 5.5138 1.0094 1.0608
O 6.2101 -0.0951 0.5574
F 4.0102 0.5633 1.1672
N 5.5139 2.2284 -0.0739
C 4.2194 2.9072 -0.1925
C 3.9948 3.4335 -1.6474
O 5.1026 3.2759 -2.4770
C 6.6034 3.1827 0.1948
O 7.8059 2.4851 0.2795
C 8.6955 2.8175 -0.7827
O 8.2123 2.4449 -2.0054
C 7.9291 1.0649 -2.0518
C 7.9394 0.5813 -3.5026
O 7.6657 1.6704 -4.3584
H 3.3885 2.2670 0.0421
H 4.1387 3.7640 0.4629
H 3.7470 4.4791 -1.5885
H 3.1557 2.9038 -2.0818
H 5.1943 2.3640 -2.7526
H 6.4494 3.7128 1.1269
H 6.6075 3.8665 -0.6351
H 9.6281 2.3315 -0.5331
H 8.8347 3.8872 -0.7574
H 6.9492 0.8523 -1.6615
H 8.6225 0.4887 -1.4546
H 8.8855 0.1359 -3.7697
H 7.1319 -0.1278 -3.6102
H 6.9945 1.4353 -4.9941
C 0.1150 -1.8368 0.9259
C 0.0507 -0.4228 0.3208
C 0.8541 0.6825 1.0048
F 0.4230 0.9188 2.2586
F 0.7072 1.8451 0.3103
F -1.2399 -0.0481 0.1996
F 0.5562 -0.5226 -0.9472
O -0.9669 -2.2389 1.7429
C -0.9323 -1.9609 3.0902
C -2.1066 -1.0798 3.5102
F -2.0622 0.1105 2.8651
F -2.0274 -0.8285 4.8350
F 0.2511 -1.4291 3.4480
F -1.0387 -3.1378 3.7410
H 0.0591 -2.5112 0.0735
H 1.0779 -2.0404 1.3919
H 1.9152 0.4377 1.0318
H -3.0541 -1.5616 3.2907
C 1.8777 0.1665 -5.7438
C 1.8600 -1.3440 -5.4557
C 2.6141 -1.8347 -4.2190
F 3.9389 -1.5872 -4.3166
F 2.4568 -3.1737 -4.1093
F 2.2795 -2.0122 -6.5503
F 0.5553 -1.6815 -5.2599
O 2.7912 0.6240 -6.7227
C 4.0691 0.9619 -6.3788
C 5.0835 0.0998 -7.1281
F 4.9292 -1.2007 -6.8199
F 6.3375 0.4678 -6.7605
F 4.2589 0.9160 -5.0431
F 4.2610 2.2409 -6.7560
H 0.9039 0.3838 -6.1771
H 1.9275 0.7580 -4.8302
H 2.2236 -1.3654 -3.3109
H 4.9732 0.2145 -8.2073
C -6.6364 -4.3413 0.5564
C -7.9346 -4.6823 1.3067
C -8.6419 -3.5463 2.0467
F -7.8757 -3.0507 3.0389
F -9.7768 -4.0278 2.6091
F -7.7075 -5.7123 2.1488
F -8.8145 -5.1267 0.3649
O -5.4188 -4.6566 1.2025
C -4.8355 -3.7512 2.0469
C -4.7030 -4.3221 3.4550
F -5.9179 -4.6079 3.9598
F -4.1210 -3.4024 4.2608
F -5.4897 -2.5780 2.0367
F -3.5958 -3.5024 1.5663
H -6.6398 -4.9848 -0.3208
H -6.6409 -3.3228 0.1701
H -8.9122 -2.7397 1.3593
H -4.1021 -5.2333 3.4550
C -5.7442 1.6743 5.0115
C -5.4867 0.6642 3.8817
C -4.9127 1.2041 2.5721
F -5.7666 2.0656 1.9803
F -4.7247 0.1672 1.7180
F -6.6152 -0.0341 3.6387
F -4.5712 -0.2244 4.3746
O -7.0741 2.1237 5.1773
C -7.5322 3.2138 4.4882
C -8.7167 2.8380 3.6003
F -8.3463 1.9202 2.6846
F -9.1496 3.9362 2.9425
F -6.5511 3.8153 3.7948
F -7.9703 4.1063 5.4019
H -5.5377 1.1290 5.9300
H -5.0322 2.4984 4.9964
H -3.9530 1.6973 2.7363
H -9.5307 2.4292 4.2017

---

Record 2
74
Properties=species:S:1:pos:R:3 method="wB97M-V/def2-TZVPD" total_charge=+1 s2=12.68 lumo_ev="-3.747 / -3.750" e_above_lowest_ev=0.826 gap_ha="0.208 / 0.208" homo_ev="-9.41 / -9.42" multiplicity=7
Tb 0.2975 1.5548 -1.3542
Se 0.2616 2.8792 -3.8311
Se 1.7687 4.3086 -2.5423
Te 0.2562 5.8381 -1.3846
Se -0.8459 3.9354 -0.1931
O -2.2962 -5.3418 3.0168
C -2.6492 -4.1162 2.5504
O -3.6162 -3.5832 2.9196
C -1.6698 -3.4829 1.5898
C -0.3541 -3.4878 1.8601
C 0.4873 -2.6671 1.1061
C 0.0210 -1.8309 0.1303
C -1.2979 -1.8123 -0.1428
C -2.1565 -2.6617 0.5573
N 0.9392 -0.9006 -0.5236
C 2.0940 -1.2942 -0.8873
C 3.0546 -0.4608 -1.6630
C 4.3300 -0.9523 -1.8852
C 5.1944 -0.1008 -2.5373
C 4.6762 0.9757 -3.1304
C 3.3853 1.3457 -2.9928
N 2.5474 0.6779 -2.1765
H -1.5785 -5.6200 2.4511
H 0.0855 -4.1064 2.6563
H 1.5991 -2.6419 1.2882
H -1.6623 -1.1696 -0.8907
H -3.1901 -2.7125 0.2753
H 2.4319 -2.2846 -0.6879
H 4.6035 -1.9107 -1.4788
H 6.2516 -0.3255 -2.5740
H 5.2563 1.6093 -3.7693
H 3.0055 2.2694 -3.5362
N -4.1991 1.2922 -2.6027
C -3.1916 1.8446 -1.8564
N -2.0832 1.1527 -2.0812
C -2.5160 0.1809 -2.9239
N -3.7637 0.1788 -3.2426
C -1.5140 -0.7896 -3.5404
C -1.8678 -1.6858 -4.5115
N -0.9987 -2.5450 -4.9817
C 0.2810 -2.3637 -4.7040
C 0.6127 -1.4459 -3.7032
N -0.2590 -0.6549 -3.1276
H -5.0600 1.7793 -2.7636
H -3.2602 2.7516 -1.3039
H -2.8722 -1.8244 -4.8365
H 1.0103 -3.0098 -5.1660
H 1.6923 -1.4847 -3.3748
C -1.5081 -0.6371 4.3427
C -1.3433 0.6684 3.5112
C -0.2194 1.5669 4.0542
C -2.6949 1.4836 3.4425
N -0.9428 0.2296 2.1075
N -0.9334 1.2595 1.0845
H -1.7765 -0.4192 5.4192
H -0.5392 -1.1272 4.2662
H -2.3031 -1.2277 3.9023
H -0.4908 1.8116 5.0904
H -0.0593 2.5012 3.4990
H 0.7556 1.0348 4.1957
H -2.8987 1.7374 4.4132
H -3.5262 0.8889 3.0568
H -2.6255 2.4342 2.8922
H -1.5839 -0.5059 1.7859
H -0.2834 1.9460 1.4943
H -1.9298 1.6494 0.9286
S 2.9479 3.7777 2.4483
C 3.1911 2.1037 2.5547
C 2.7164 1.4806 1.4518
N 2.1471 2.2329 0.5370
C 2.2252 3.4755 0.9385
H 3.8536 1.6865 3.3171
H 2.7194 0.3748 1.4087
H 1.8608 4.2674 0.3574

---

Record 3
62
Properties=species:S:1:pos:R:3 method="wB97M-V/def2-TZVPD" lumo_ev=0.044 e_above_lowest_ev=0.806 smiles="CCCc1cc(=O)oc2cc(OCC(=O)NC3CCN(Cc4ccccc4)CC3)ccc12" gap_ha=0.318 homo_ev=-8.61 multiplicity=1
C -2.7314 1.0664 1.8423
C -3.5571 0.5153 0.6869
H -4.4309 1.1513 0.5308
H -2.9573 0.5383 -0.2248
C -4.0435 -0.9196 0.9502
C -2.8894 -1.8626 1.0966
C -2.5122 -2.3172 2.3132
C -1.3427 -3.1441 2.5214
O -0.9786 -3.5894 3.5805
O -0.5764 -3.4085 1.4122
C -0.9265 -2.9779 0.1839
C -0.0375 -3.2700 -0.8483
C -0.3176 -2.8445 -2.1354
C -1.5329 -2.1932 -2.3972
C -2.3969 -1.8963 -1.3757
C -2.0987 -2.2395 -0.0492
H -3.3160 -1.3797 -1.5997
H -1.7540 -1.9131 -3.4149
O 0.5246 -2.9736 -3.1952
C 1.8729 -3.3087 -2.9359
C 2.5635 -2.3460 -1.9524
O 3.4975 -2.6996 -1.2691
N 2.0428 -1.1044 -1.9564
H 1.2424 -0.9192 -2.5428
C 2.3223 -0.1214 -0.9278
C 1.3515 -0.2833 0.2468
C 1.5779 0.8174 1.2769
N 1.3815 2.1111 0.6539
C 2.3701 2.3212 -0.3871
C 2.1890 1.2880 -1.4951
H 2.9270 1.4537 -2.2811
H 1.1907 1.4070 -1.9222
H 2.2299 3.3251 -0.7948
H 3.3977 2.2532 0.0158
C 1.3674 3.2026 1.6120
C 0.8282 4.4608 0.9863
C -0.3037 4.3973 0.1822
C -0.8227 5.5427 -0.3916
C -0.2188 6.7687 -0.1641
C 0.9079 6.8404 0.6360
C 1.4301 5.6914 1.2055
H 2.3125 5.7524 1.8270
H 1.3847 7.7930 0.8151
H -0.6244 7.6647 -0.6103
H -1.7020 5.4824 -1.0166
H -0.7611 3.4354 0.0067
H 2.3688 3.3916 2.0384
H 0.7059 2.9116 2.4355
H 0.8563 0.7082 2.0905
H 2.5920 0.7181 1.7045
H 1.4916 -1.2594 0.7121
H 0.3263 -0.2163 -0.1264
H 3.3453 -0.3064 -0.5846
H 2.3754 -3.2531 -3.9056
H 1.9751 -4.3299 -2.5524
H 0.8637 -3.8035 -0.5957
H -3.0608 -2.0662 3.2074
H -4.6324 -0.9295 1.8686
H -4.6894 -1.2395 0.1305
H -1.8330 0.4718 1.9918
H -3.3076 1.0555 2.7647
H -2.4320 2.0916 1.6375

---

Record 4
65
Properties=species:S:1:pos:R:3 method="wB97M-V/def2-TZVPD" lumo_ev=0.472 e_above_lowest_ev=0.247 smiles="O=C(CCCn1c(SCC(=O)NC[C@@H]2CCCO2)nc2ccccc2c1=O)NCc1ccccc1" gap_ha=0.320 homo_ev=-8.23 multiplicity=1
O -2.6743 -3.6994 -1.4785
C -1.9807 -2.7092 -1.5990
N -2.4696 -1.4528 -1.5949
H -1.8291 -0.6733 -1.5129
C -3.8735 -1.1682 -1.3778
C -4.0854 -0.4425 -0.0765
C -4.0960 0.9459 -0.0364
C -4.2677 1.6133 1.1639
C -4.4274 0.8966 2.3388
C -4.4057 -0.4891 2.3084
C -4.2309 -1.1542 1.1076
H -4.2090 -2.2330 1.0814
H -4.5260 -1.0512 3.2228
H -4.5708 1.4166 3.2754
H -4.2820 2.6938 1.1832
H -3.9772 1.5075 -0.9521
H -4.2467 -0.5627 -2.2120
H -4.3872 -2.1331 -1.3717
C -0.4814 -2.7732 -1.8702
C 0.1480 -4.0232 -1.2614
H 1.1179 -4.2199 -1.7199
C 0.3372 -3.9133 0.2521
N 1.2405 -2.8278 0.5968
C 0.8028 -1.6310 1.0703
N 1.5433 -0.6117 1.3210
C 2.8871 -0.7063 1.0962
C 3.7022 0.4059 1.3343
C 5.0589 0.3094 1.1288
C 5.6337 -0.8834 0.6886
C 4.8427 -1.9828 0.4459
C 3.4628 -1.9057 0.6451
C 2.6073 -3.0542 0.3760
O 2.9921 -4.1379 -0.0128
H 5.2582 -2.9174 0.1006
H 6.7012 -0.9399 0.5370
H 5.6896 1.1676 1.3112
H 3.2390 1.3236 1.6599
S -0.9175 -1.4605 1.4105
C -0.9379 0.3076 1.7839
H -0.1219 0.5152 2.4755
H -1.9046 0.5107 2.2454
C -0.7744 1.1254 0.5141
O -0.6887 0.6365 -0.5951
N -0.7981 2.4530 0.7374
C -0.4864 3.4026 -0.3031
H -0.5612 2.8616 -1.2479
C 0.9402 3.9732 -0.1311
C 1.4333 4.6239 -1.4293
H 2.1964 5.3666 -1.1986
C 2.0451 3.4360 -2.1845
H 1.3703 3.0687 -2.9559
C 2.2512 2.3674 -1.0918
H 3.2914 2.0528 -0.9902
H 1.6367 1.4796 -1.2823
O 1.8731 2.9562 0.1423
H 2.9863 3.7071 -2.6574
H 0.6275 5.1060 -1.9780
H 0.9586 4.6529 0.7275
H -1.2135 4.2192 -0.2904
H -0.7454 2.7846 1.6879
H -0.6208 -3.7490 0.7475
H 0.7867 -4.8383 0.6236
H -0.5107 -4.8705 -1.4572
H 0.0048 -1.8636 -1.5155
H -0.3649 -2.8092 -2.9567

---

Record 5
66
Properties=species:S:1:pos:R:3 method="wB97M-V/def2-TZVPD" lumo_ev=0.507 e_above_lowest_ev=0.132 smiles="CCCN(C(=O)COC(=O)CCOc1ccccc1C)c1c(N)n(Cc2ccccc2)c(=O)[nH]c1=O" gap_ha=0.336 homo_ev=-8.64 multiplicity=1
C -6.0503 -2.4124 -0.6903
C -5.5252 -1.3879 -1.6875
C -4.0021 -1.4376 -1.8153
N -3.3317 -1.1654 -0.5505
C -2.7094 -2.1775 0.0952
O -2.5597 -3.2810 -0.3857
C -2.1753 -1.8691 1.5014
H -2.7532 -2.4444 2.2257
H -2.2304 -0.8040 1.7348
O -0.8263 -2.3108 1.6436
C 0.0354 -1.8122 0.7700
O -0.2757 -1.0421 -0.1087
C 1.4442 -2.2808 1.0343
H 1.7352 -1.9343 2.0287
H 1.4611 -3.3701 1.0512
C 2.4167 -1.7035 0.0080
O 3.6692 -1.5471 0.6338
C 4.6341 -0.8269 -0.0131
C 4.5237 -0.3513 -1.3126
C 5.5569 0.3847 -1.8720
C 6.7008 0.6473 -1.1455
C 6.8131 0.1645 0.1493
C 5.7969 -0.5709 0.7312
C 5.8990 -1.0959 2.1295
H 6.8458 -0.8135 2.5816
H 5.8128 -2.1813 2.1280
H 5.0830 -0.7076 2.7374
H 7.7081 0.3652 0.7203
H 7.5045 1.2213 -1.5807
H 5.4586 0.7485 -2.8842
H 3.6408 -0.5499 -1.8994
H 2.4975 -2.3654 -0.8639
H 2.0354 -0.7284 -0.3261
C -3.3766 0.1698 -0.0662
C -2.5004 1.0991 -0.5852
N -1.6707 0.7862 -1.6125
H -0.8310 1.3366 -1.7076
H -1.4966 -0.2055 -1.7040
N -2.4983 2.3893 -0.1172
C -3.3956 2.8291 0.8480
O -3.4022 3.9687 1.2514
N -4.2576 1.8771 1.3096
C -4.2953 0.5170 0.9810
O -5.0355 -0.2330 1.5841
H -4.9066 2.1811 2.0271
C -1.4539 3.3188 -0.5277
C -0.0840 2.8174 -0.1360
C 0.1177 2.2571 1.1199
C 1.3648 1.7839 1.4839
C 2.4279 1.8710 0.6006
C 2.2365 2.4306 -0.6511
C 0.9862 2.8973 -1.0197
H 0.8422 3.3356 -1.9981
H 3.0636 2.4967 -1.3419
H 3.4041 1.5068 0.8829
H 1.5087 1.3502 2.4623
H -0.7063 2.1996 1.8168
H -1.6751 4.2564 -0.0058
H -1.5191 3.4999 -1.6048
H -3.6876 -2.4368 -2.1239
H -3.6691 -0.7052 -2.5573
H -5.8326 -0.3871 -1.3762
H -5.9464 -1.5770 -2.6772
H -5.7454 -2.1430 0.3175
H -5.6629 -3.4019 -0.9209
H -7.1364 -2.4460 -0.7205

---

Record 6
65
Properties=species:S:1:pos:R:3 method="wB97M-V/def2-TZVPD" total_charge=+1 s2=0.77 lumo_ev="-3.611 / -4.022" e_above_lowest_ev=0.000 gap_ha="0.252 / 0.248" homo_ev="-10.46 / -10.77" multiplicity=2
Ru -0.5564 -0.2111 -0.8199
C -2.6956 2.9784 1.2316
C -2.0868 1.9967 0.2906
N -1.3633 0.9933 0.6384
N -1.0691 0.7335 1.9508
C -0.4243 -0.4183 1.9908
O -0.1510 -1.1526 0.9650
C 0.0274 -0.9330 3.3010
C 0.0770 -0.1036 4.4190
C 0.5320 -0.6066 5.6266
C 0.9286 -1.9347 5.7227
C 0.8726 -2.7659 4.6113
C 0.4259 -2.2644 3.4001
C -2.2543 2.1184 -1.1820
C -2.9483 3.1700 -1.7520
C -3.0717 3.2354 -3.1338
C -2.5053 2.2398 -3.9079
C -1.8225 1.2116 -3.2770
N -1.6882 1.1485 -1.9525
H -2.4736 2.6843 2.2531
H -3.7784 3.0149 1.0966
H -2.3075 3.9856 1.0606
H -0.2384 0.9273 4.3314
H 0.5780 0.0369 6.4957
H 1.2839 -2.3235 6.6682
H 1.1776 -3.8017 4.6865
H 0.3769 -2.8989 2.5253
H -3.3866 3.9276 -1.1176
H -3.6055 4.0566 -3.5940
H -2.5819 2.2475 -4.9861
H -1.3693 0.4063 -3.8337
N -2.2402 -1.9497 -2.5339
N -2.0441 -1.5755 -1.1588
H -3.0289 -2.5862 -2.5878
H -1.4140 -2.4520 -2.8228
H -1.9096 -2.3969 -0.5690
H -2.9006 -1.1177 -0.8696
C 2.5984 2.8026 -1.8048
C 2.6768 2.9372 -0.2679
C 1.3833 2.2834 0.2352
O 0.8566 1.5643 -0.8983
C 1.1629 2.3663 -2.0480
H 3.2801 2.0275 -2.1540
H 2.8399 3.7263 -2.3265
H 2.7275 3.9775 0.0480
H 3.5559 2.4299 0.1231
H 0.6502 3.0339 0.5451
H 1.5170 1.5720 1.0470
H 0.4783 3.2233 -2.0747
H 1.0133 1.7663 -2.9419
C 0.8113 -0.9401 -2.3515
C 1.2791 -2.0105 -1.4814
C 0.7857 -3.3252 -1.5841
C 1.1628 -4.3010 -0.6858
C 2.0715 -3.9926 0.3299
C 2.6275 -2.7180 0.4076
C 2.2372 -1.7484 -0.4900
C 2.4385 -4.9907 1.2975
N 2.7323 -5.7887 2.0715
H 0.3414 -1.2498 -3.2812
H 1.5095 -0.1226 -2.4797
H 0.1205 -3.5897 -2.3986
H 0.7721 -5.3071 -0.7634
H 3.3468 -2.4947 1.1843
H 2.6590 -0.7518 -0.4244

---

Record 7
64
Properties=species:S:1:pos:R:3 method="wB97M-V/def2-TZVPD" total_charge=+1 lumo_ev=-2.664 gap_ha=0.331 homo_ev=-11.66 multiplicity=1
Y 1.0749 1.0048 0.2341
C -0.5955 0.1018 2.4532
C -0.4601 1.4926 2.5086
C 0.5717 2.0646 3.2533
C 1.4466 1.2494 3.9602
C 1.3006 -0.1321 3.9177
C 0.2914 -0.7078 3.1560
H -1.4068 -0.3550 1.8973
H -1.1816 2.1306 2.0050
H 0.6826 3.1394 3.2916
H 2.2407 1.6928 4.5458
H 1.9784 -0.7627 4.4781
H 0.1748 -1.7829 3.1207
O 4.8067 -0.9698 0.7418
C 4.1529 0.1181 1.0761
O 2.9474 0.1164 1.2871
C 5.0874 1.3044 1.1991
O 4.4802 2.4676 1.6750
C 4.1154 3.4376 0.6881
C 2.8360 2.9154 0.0730
O 1.7181 3.2280 0.5621
O 2.9329 1.9675 -0.7722
H 4.1850 -1.7112 0.6452
H 5.5634 1.4359 0.2227
H 5.8671 1.0054 1.9050
H 4.8992 3.5508 -0.0627
H 3.9509 4.3692 1.2198
C -0.2863 -2.7020 -3.3732
C -1.0110 -1.3601 -3.1834
C -0.3115 -0.2852 -4.0245
C -2.4683 -1.4926 -3.6382
Si -0.9126 -0.9397 -1.3633
O 0.6243 -0.7088 -0.8440
C -1.7509 -2.2045 -0.2751
C -3.1305 -2.4378 -0.2779
C -3.7022 -3.3818 0.5636
C -2.8999 -4.1232 1.4193
C -1.5270 -3.9221 1.4275
C -0.9618 -2.9711 0.5893
C -1.6504 0.7872 -0.9693
C -0.9275 1.9250 -1.3819
C -1.3170 3.2177 -1.0367
C -2.4596 3.4055 -0.2739
C -3.1988 2.3032 0.1374
C -2.7918 1.0167 -0.1937
H -0.3107 -2.9927 -4.4273
H -0.7606 -3.5008 -2.7980
H 0.7609 -2.6391 -3.0685
H -0.2809 -0.6004 -5.0716
H 0.7210 -0.1246 -3.7030
H -0.8453 0.6676 -3.9922
H -2.5053 -1.7000 -4.7114
H -3.0366 -0.5741 -3.4644
H -2.9766 -2.3144 -3.1306
H -3.7753 -1.8800 -0.9486
H -4.7721 -3.5437 0.5466
H -3.3431 -4.8641 2.0719
H -0.9002 -4.5160 2.0812
H 0.1123 -2.8185 0.5914
H -0.0823 1.8070 -2.0666
H -0.7384 4.0696 -1.3694
H -2.7762 4.4054 -0.0084
H -4.0955 2.4488 0.7265
H -3.3729 0.1730 0.1587

---

Number 1: DFT total energy -149923.7435 eV. Number 2: DFT total energy -283044.6559 eV. Number 3: DFT total energy -38620.3316 eV. Number 4: DFT total energy -52437.4317 eV. Number 5: DFT total energy -45697.1106 eV. Number 6: DFT total energy -43059.6978 eV. Number 7: DFT total energy -48655.9964 eV.